104
Properties=species:S:1:pos:R:3 method="wB97M-V/def2-TZVPD" energy_ha=-6356.7151 total_charge=+1 lumo_energy_ev=-1.924 e_homo_ev=-10.34 homo_lumo_gap_ev=8.42 de_lowest_kj_mol=10.0
In 1.03 -1.21 0.05
N 1.85 0.82 -0.94
C 3.17 1.10 -0.36
C 4.17 0.02 -0.77
N 3.51 -1.29 -0.77
C 4.21 -2.40 -0.15
C 3.74 -2.55 1.29
N 2.30 -2.84 1.27
H 1.16 1.50 -0.64
H 1.87 0.81 -1.96
H 3.55 2.09 -0.64
H 3.05 1.08 0.73
H 4.57 0.23 -1.77
H 5.01 0.02 -0.08
H 3.29 -1.53 -1.73
H 3.95 -3.31 -0.70
H 5.30 -2.29 -0.19
H 4.30 -3.34 1.80
H 3.88 -1.62 1.84
H 2.12 -3.77 0.89
H 1.91 -2.81 2.21
C -1.52 -2.08 -4.05
N -1.38 -3.17 -3.10
C -2.29 -4.19 -2.90
C -1.75 -5.02 -1.98
N -0.52 -4.51 -1.61
B 0.44 -5.22 -0.62
N 0.02 -4.89 0.87
C 0.38 -5.74 1.89
C 0.01 -5.18 3.07
N -0.58 -3.97 2.76
C -1.16 -3.04 3.71
C -0.56 -3.81 1.41
S -1.22 -2.41 0.64
C -0.32 -3.39 -2.30
S 1.06 -2.35 -2.25
H -2.46 -2.21 -4.58
H -0.69 -2.10 -4.76
H -1.52 -1.13 -3.53
H -3.22 -4.23 -3.44
H -2.13 -5.92 -1.55
H 0.31 -6.41 -0.75
H 1.57 -4.85 -0.80
H 0.86 -6.68 1.69
H 0.09 -5.53 4.08
H -0.83 -3.32 4.71
H -2.25 -3.08 3.66
H -0.83 -2.02 3.47
C -1.07 1.27 -2.32
C -1.83 1.06 -1.02
C -2.65 2.30 -0.68
C -2.71 -0.18 -1.10
O -0.81 0.82 -0.02
Si -0.83 1.08 1.62
S 0.96 0.09 2.18
O -0.84 2.64 2.04
C 0.05 3.76 2.11
C 1.00 3.76 0.92
C 0.83 3.68 3.42
C -0.84 5.00 2.09
O -2.21 0.44 2.18
C -2.94 0.63 3.40
C -1.98 0.63 4.58
C -3.72 1.94 3.33
C -3.90 -0.55 3.48
H -1.75 1.31 -3.16
H -0.36 0.45 -2.48
H -0.50 2.21 -2.29
H -3.38 2.48 -1.47
H -2.01 3.17 -0.58
H -3.20 2.16 0.26
H -3.51 -0.03 -1.83
H -3.16 -0.39 -0.13
H -2.12 -1.05 -1.40
H 1.71 2.94 1.01
H 1.55 4.70 0.87
H 0.43 3.65 -0.01
H 1.37 2.74 3.48
H 0.15 3.75 4.27
H 1.55 4.50 3.48
H -1.41 5.04 1.16
H -0.24 5.90 2.18
H -1.55 4.97 2.92
H -1.32 1.49 4.54
H -1.37 -0.28 4.58
H -2.54 0.68 5.52
H -3.04 2.77 3.17
H -4.26 2.10 4.26
H -4.44 1.91 2.52
H -3.35 -1.49 3.41
H -4.61 -0.52 2.65
H -4.46 -0.54 4.42
Br 0.33 2.00 -7.26
C 1.22 3.04 -5.96
C 1.15 4.42 -6.07
C 1.78 5.23 -5.14
C 2.48 4.65 -4.09
C 2.55 3.28 -3.97
C 1.92 2.46 -4.91
I 2.03 0.39 -4.65
H 0.61 4.86 -6.90
H 1.73 6.30 -5.24
H 2.98 5.28 -3.36
H 3.10 2.83 -3.16

93
Properties=species:S:1:pos:R:3 method="wB97M-V/def2-TZVPD" energy_ha=-3417.7794 multiplicity=5 total_charge=+1 lumo_energy_ev="-2.945 / -3.845" e_homo_ev="-7.44 / -9.59" homo_lumo_gap_ev="4.49 / 5.75"
Co 3.04 0.64 -0.36
C 1.55 -1.35 -2.01
C 2.85 -1.12 -1.33
C 1.38 -2.29 0.06
C 0.70 -2.04 -1.16
C 2.68 -1.73 0.00
C 1.32 -1.16 -3.45
H 1.90 -0.32 -3.87
H 0.25 -0.97 -3.66
H 1.61 -2.06 -4.03
C -0.61 -2.66 -1.52
H -1.04 -2.19 -2.41
H -1.32 -2.56 -0.69
H -0.48 -3.73 -1.73
C 0.88 -3.20 1.12
H 1.23 -4.24 0.95
H -0.22 -3.21 1.14
H 1.23 -2.91 2.11
C 3.79 -2.07 0.92
H 4.44 -2.85 0.48
H 3.41 -2.43 1.89
H 4.42 -1.19 1.13
C 4.12 -1.18 -2.10
H 4.29 -2.20 -2.46
H 4.97 -0.87 -1.49
H 4.07 -0.51 -2.97
C 1.91 2.09 -0.81
C 2.76 1.71 -1.91
C 4.01 2.47 -2.27
C 5.20 2.20 -1.29
C 4.79 1.31 -0.13
C 3.89 1.77 0.90
C 3.37 3.20 0.93
C 2.19 3.38 -0.05
H 3.81 3.55 -2.35
H 5.65 3.15 -0.98
H 4.31 2.15 -3.28
H 2.36 4.21 -0.74
H 0.86 1.77 -0.85
H 2.26 1.26 -2.77
H 1.28 3.66 0.50
H 3.04 3.46 1.95
H 4.00 1.34 1.91
H 4.18 3.92 0.70
H 5.98 1.67 -1.85
H 5.59 0.62 0.17
P -1.62 1.31 -2.05
C -2.91 0.26 -2.80
H -3.77 0.86 -3.11
H -3.21 -0.48 -2.05
H -2.48 -0.28 -3.66
C -2.57 2.69 -1.32
H -3.23 3.13 -2.08
H -1.85 3.45 -0.96
H -3.14 2.32 -0.46
C -0.94 2.12 -3.55
H -0.13 2.80 -3.24
H -1.73 2.68 -4.06
H -0.51 1.36 -4.21
P -0.87 0.49 2.77
C 0.83 -0.15 2.68
H 1.52 0.44 3.29
H 1.17 -0.09 1.63
H 0.86 -1.20 3.00
C -0.73 2.25 2.35
H 0.17 2.41 1.75
H -0.70 2.89 3.23
H -1.60 2.53 1.75
C -1.47 0.23 4.48
H -0.83 0.73 5.23
H -1.46 -0.85 4.72
H -2.50 0.60 4.60
C -5.18 -0.64 -0.04
C -4.26 -0.65 1.16
C -5.04 -0.04 2.32
O -3.16 0.26 0.92
B -2.10 -0.38 1.53
O -2.13 -1.76 1.39
C -3.54 -2.04 1.49
C -3.76 -2.54 2.92
C -3.86 -3.18 0.54
H -5.43 0.39 -0.32
H -6.10 -1.17 0.22
H -4.75 -1.11 -0.93
H -5.40 0.95 2.02
H -5.91 -0.66 2.58
H -4.41 0.11 3.21
H -4.82 -2.76 3.10
H -3.18 -3.46 3.06
H -3.40 -1.82 3.66
H -3.64 -2.94 -0.51
H -3.26 -4.07 0.79
H -4.92 -3.44 0.64

107
Properties=species:S:1:pos:R:3 method="wB97M-V/def2-TZVPD" energy_ha=-7379.2777 lumo_energy_ev=0.049 e_homo_ev=-8.56 homo_lumo_gap_ev=8.61
C -2.30 -3.63 2.75
C -1.61 -2.49 3.62
C -1.25 -1.18 2.78
C 0.15 -1.41 2.04
O 0.23 -1.07 0.68
C 0.52 0.22 0.17
Si 1.24 1.55 1.37
C 0.04 1.90 2.85
C 2.83 0.79 2.18
C 1.74 3.23 0.71
O -0.73 0.53 -0.53
C -0.68 0.79 -1.96
C -2.05 0.77 -2.78
C -2.42 1.96 -3.71
C -1.54 2.07 -5.03
O -1.30 1.11 -5.69
O -1.14 3.35 -5.39
C -0.29 2.32 -1.97
Cl 0.94 3.17 -2.99
C -0.95 3.22 -1.18
C -2.16 2.91 -0.25
Cl -0.59 4.99 -1.22
C 0.33 -0.43 -2.29
C 0.97 -0.58 -3.73
C 1.78 0.54 -4.42
C 2.70 -0.15 -5.51
O 3.87 -0.28 -5.27
O 2.13 -0.62 -6.71
C -0.29 -1.92 -2.18
C -1.81 -2.19 -1.97
C -2.45 -1.97 -0.56
Br -1.95 -4.21 -2.20
C 1.42 -0.19 -1.14
N 2.31 0.99 -1.32
C 3.53 0.87 -1.43
O 4.67 0.76 -1.34
P 2.59 -1.62 -0.72
O 3.26 -2.20 -1.95
H -2.62 -4.48 3.46
H -1.51 -4.04 2.06
H -3.16 -3.17 2.22
H -0.60 -2.89 3.97
H -2.15 -2.25 4.57
H -1.19 -0.37 3.56
H -2.09 -1.00 2.06
H 0.23 -2.54 2.07
H 0.94 -1.10 2.77
H 0.08 2.99 3.14
H 0.26 1.21 3.74
H -1.02 1.74 2.49
H 2.86 -0.32 2.12
H 2.88 1.16 3.24
H 3.69 1.24 1.62
H 2.77 3.48 1.11
H 1.81 3.36 -0.39
H 1.07 4.03 1.15
H -1.88 -0.06 -3.53
H -2.89 0.45 -2.11
H -2.58 2.97 -3.25
H -3.44 1.70 -4.13
H -1.63 3.97 -4.81
H -3.02 3.54 -0.60
H -1.91 3.25 0.80
H -2.42 1.83 -0.17
H 1.65 -1.48 -3.71
H 0.12 -0.89 -4.42
H 2.48 1.15 -3.81
H 1.16 1.28 -5.01
H 1.88 -1.55 -6.51
H -0.04 -2.54 -3.09
H 0.18 -2.52 -1.35
H -2.53 -1.84 -2.74
H -3.41 -2.56 -0.54
H -1.79 -2.44 0.21
H -2.74 -0.92 -0.33
H 3.51 -1.26 0.32
H 1.89 -2.74 -0.17
C -3.71 -5.13 7.92
S -2.69 -5.33 6.45
O -3.58 -5.75 5.34
C -1.83 -6.81 7.04
H -4.37 -4.27 7.76
H -4.31 -6.02 8.08
H -3.08 -4.94 8.78
H -2.55 -7.59 7.26
H -1.26 -6.56 7.94
H -1.15 -7.15 6.26
C 2.56 0.17 7.90
S 1.17 -0.15 6.80
O 1.69 -0.08 5.40
C 0.30 1.39 7.14
H 3.26 -0.66 7.82
H 3.06 1.09 7.61
H 2.20 0.24 8.93
H 0.95 2.24 6.90
H 0.02 1.42 8.19
H -0.59 1.42 6.52
C 1.07 4.59 -7.41
S 2.68 4.73 -8.22
O 2.87 6.17 -8.59
C 2.20 3.85 -9.72
H 1.12 5.12 -6.46
H 0.30 5.05 -8.03
H 0.84 3.54 -7.23
H 1.36 4.35 -10.20
H 1.94 2.82 -9.47
H 3.06 3.85 -10.40

107
Properties=species:S:1:pos:R:3 method="wB97M-V/def2-TZVPD" energy_ha=-3046.5561 multiplicity=2 lumo_energy_ev="0.524 / 0.499" e_homo_ev="-8.20 / -9.44" homo_lumo_gap_ev="8.72 / 9.94"
C 9.15 -3.05 -0.27
C 8.33 -1.95 -0.89
O 7.79 -2.03 -1.96
O 8.21 -0.86 -0.09
C 8.26 0.42 -0.75
C 7.03 1.23 -0.38
C 5.81 0.87 -1.23
C 4.66 1.86 -1.01
C 3.23 1.30 -1.25
Cl 2.26 2.68 -1.96
C 3.20 0.15 -2.26
C 2.92 -1.26 -1.67
C 3.64 -2.30 -2.55
C 1.42 -1.57 -1.71
N 3.44 -1.37 -0.28
O 3.51 -2.55 0.18
C 2.99 -0.37 0.73
C 1.85 -0.89 1.59
C 4.21 -0.12 1.67
C 2.53 0.94 0.06
H 9.88 -2.64 0.43
H 8.48 -3.70 0.29
H 9.62 -3.63 -1.06
H 8.32 0.27 -1.83
H 9.18 0.91 -0.42
H 6.83 1.04 0.68
H 7.26 2.30 -0.46
H 5.51 -0.16 -1.03
H 6.13 0.94 -2.27
H 4.81 2.75 -1.62
H 4.71 2.21 0.03
H 4.12 0.15 -2.85
H 2.39 0.33 -2.96
H 3.78 -3.23 -2.00
H 3.02 -2.51 -3.42
H 4.61 -1.93 -2.90
H 1.24 -2.61 -1.40
H 1.09 -1.47 -2.75
H 0.82 -0.88 -1.12
H 2.14 -1.80 2.12
H 0.93 -1.07 1.04
H 1.64 -0.13 2.35
H 4.10 -0.72 2.57
H 5.13 -0.41 1.18
H 4.27 0.93 1.97
H 2.69 1.77 0.76
H 1.46 0.92 -0.13
C 6.42 7.32 0.74
O 7.68 7.39 1.42
C 8.39 6.26 1.35
O 8.06 5.25 0.79
O 9.53 6.45 2.01
C 10.40 5.32 2.02
H 5.96 8.29 0.89
H 6.56 7.12 -0.32
H 5.79 6.55 1.18
H 10.69 5.05 1.01
H 9.92 4.47 2.50
H 11.28 5.62 2.59
C -0.97 -5.84 -0.19
O -2.39 -5.73 -0.32
C -2.82 -4.51 -0.61
O -2.12 -3.54 -0.76
O -4.15 -4.53 -0.70
C -4.74 -3.26 -1.01
H -0.78 -6.89 0.05
H -0.48 -5.58 -1.12
H -0.61 -5.21 0.61
H -4.39 -2.89 -1.97
H -4.52 -2.54 -0.23
H -5.81 -3.42 -1.06
C -7.18 -2.24 -6.36
O -6.12 -2.21 -5.40
C -5.19 -1.29 -5.65
O -5.18 -0.52 -6.57
O -4.26 -1.37 -4.69
C -3.19 -0.43 -4.83
H -7.85 -3.03 -6.03
H -7.71 -1.28 -6.37
H -6.80 -2.46 -7.35
H -3.57 0.59 -4.78
H -2.66 -0.58 -5.76
H -2.53 -0.62 -3.99
C -7.58 0.68 3.99
O -7.08 -0.26 3.03
C -6.13 -1.07 3.48
O -5.68 -1.07 4.60
O -5.76 -1.88 2.50
C -4.74 -2.81 2.85
H -8.34 1.26 3.48
H -8.02 0.16 4.84
H -6.78 1.33 4.33
H -5.07 -3.47 3.66
H -3.83 -2.29 3.15
H -4.54 -3.40 1.96
C -12.67 3.68 5.72
O -11.86 2.83 4.91
C -12.48 2.36 3.82
O -13.61 2.59 3.50
O -11.62 1.59 3.16
C -12.15 1.01 1.96
H -12.04 3.99 6.55
H -12.99 4.56 5.16
H -13.54 3.14 6.09
H -12.45 1.79 1.26
H -13.00 0.38 2.19
H -11.34 0.42 1.54